(1)
The following is a quantum chemistry calculation of a structure of composition C18H34N5O3P2RbSSe4, from the Open Molecules 2025 dataset.

gap between HOMO and LUMO = 3.791 eV
total charge = -2
calculated total energy = -324267.9790 eV

Element x y z (Å)
Rb -0.030 -0.852 -0.743
N -0.292 0.280 -5.811
C -0.804 0.269 -4.526
S -0.109 1.328 -3.367
N -1.847 -0.512 -4.362
N -2.078 -0.849 -3.072
C -3.267 -1.219 -2.785
C -3.559 -1.958 -1.540
C -4.879 -2.266 -1.215
C -5.130 -3.069 -0.113
C -4.066 -3.561 0.619
C -2.780 -3.196 0.233
N -2.533 -2.402 -0.804
H 0.637 0.668 -5.856
H -0.417 -0.595 -6.297
H -4.074 -1.112 -3.515
H -5.686 -1.887 -1.830
H -6.150 -3.318 0.158
H -4.205 -4.219 1.465
H -1.917 -3.593 0.762
Se 0.061 -5.680 1.475
Se 0.945 -4.485 -0.338
Se 3.324 -4.445 -0.038
Se 3.892 -3.174 -1.924
C -2.616 3.159 -1.806
C -2.019 2.769 -0.532
N -1.567 2.429 0.467
H -2.430 4.214 -1.996
H -3.689 2.971 -1.784
H -2.146 2.568 -2.600
C -0.060 1.704 4.052
O -1.161 0.957 3.563
P -0.841 -0.215 2.466
O -0.165 -1.269 3.472
C 0.557 -2.392 2.919
O -2.349 -0.830 2.400
C -3.337 -0.141 1.645
H -0.425 2.317 4.875
H 0.347 2.355 3.277
H 0.728 1.046 4.425
H 1.250 -2.730 3.685
H 1.126 -2.107 2.032
H -0.112 -3.210 2.661
H -4.228 -0.767 1.646
H -3.018 0.014 0.612
H -3.558 0.829 2.094
C 5.007 -0.168 1.155
C 3.584 -0.409 0.664
P 2.606 1.028 0.072
C 2.791 2.172 1.517
C 1.917 3.422 1.426
C 3.775 1.805 -1.133
C 3.134 2.851 -2.040
H 5.461 -1.124 1.419
H 5.045 0.482 2.033
H 5.627 0.276 0.374
H 2.990 -0.884 1.453
H 3.612 -1.137 -0.158
H 3.842 2.453 1.632
H 2.511 1.583 2.397
H 2.270 4.092 0.640
H 1.929 3.985 2.363
H 0.882 3.164 1.195
H 4.161 0.979 -1.737
H 4.621 2.240 -0.588
H 2.263 2.445 -2.552
H 3.840 3.191 -2.803
H 2.812 3.729 -1.477

Atoms 1-3, force components in eV/Å:
Rb 0.1 -0.4 -0.6
N 0.0 0.2 0.0
C 0.0 0.2 0.0


(2)
The following is a quantum chemistry calculation of a cluster of 2 separate species, C5H16N in total in a non-equilibrium geometry, from the Open Molecules 2025 dataset.

gap between HOMO and LUMO = 9.580 eV
total charge = +1
calculated total energy = -6926.3184 eV

Element x y z (Å)
C -1.390 0.777 -1.029
C -1.268 1.719 -2.278
C -2.734 0.314 -0.457
H -0.897 1.442 -0.200
H -0.688 -0.108 -1.158
H -0.429 1.391 -2.909
H -2.195 1.722 -2.858
H -3.580 0.615 -1.175
H -0.989 2.762 -2.143
H -3.086 0.759 0.474
H -2.644 -0.737 -0.255
C 1.333 -0.599 0.986
C 2.367 -1.224 0.221
N 1.616 -0.977 2.511
H 1.286 0.441 0.965
H 0.330 -0.890 0.769
H 1.808 -2.153 -0.197
H 3.279 -1.613 0.787
H 2.661 -0.985 2.703
H 1.324 -0.109 2.971
H 1.169 -1.897 2.905
H 2.727 -0.648 -0.634

Atoms 1-3, force components in eV/Å:
C 2.4 1.9 1.8
C -0.1 -0.8 -0.5
C -1.3 1.1 -1.5